A structure of composition C18H33ClHfN4O3Si. Source: OMol25; level of theory: ωB97M-V/def2-TZVPD.

Calculated values
Molecular weight in g/mol: 595.52
Relative energy (zero: lowest compared OMol25 entry of this formula, charge and spin) in kJ/mol: 43.3
Gap between HOMO and LUMO in eV: 8.2
Charge: +2
Highest occupied orbital energy in eV: -14.53

XYZ file:
```
61
Properties=species:S:1:pos:R:3:forces:R:3:mulliken_charge:R:1
Hf -0.776 0.149 -0.580 -0.018 -0.607 -0.282 0.430
C 0.873 -3.397 -1.665 -0.037 -0.030 -0.043 -1.190
C 0.107 -3.185 -0.396 0.019 -0.002 0.133 0.586
C -0.211 -4.234 0.434 0.004 0.003 -0.014 -0.796
C -0.808 -3.978 1.671 -0.026 -0.035 0.059 -0.628
C -1.065 -2.690 2.085 0.047 -0.018 0.016 -0.697
C -0.710 -1.650 1.225 -0.080 0.254 0.318 0.583
N -0.180 -1.914 -0.003 0.111 0.119 -0.100 0.248
N -0.884 -0.284 1.426 0.403 -0.379 -0.243 0.843
Si -0.973 0.433 3.087 -0.123 -0.125 -0.192 0.196
C -2.637 0.033 3.804 -0.147 0.059 0.097 -1.219
C 0.437 -0.302 4.058 0.115 -0.058 -0.008 -1.124
C -0.740 2.258 2.883 -0.029 0.192 0.011 -0.926
H 0.564 -4.321 -2.152 0.020 0.004 0.003 0.478
H 1.936 -3.496 -1.435 -0.006 0.004 0.020 0.299
H 0.752 -2.576 -2.365 -0.012 0.030 -0.005 0.030
H 0.028 -5.246 0.139 -0.003 0.013 -0.012 0.537
H -1.061 -4.805 2.322 0.002 0.001 -0.010 0.488
H -1.514 -2.482 3.045 0.005 0.016 -0.023 0.389
H -2.690 -0.950 4.275 0.018 -0.005 -0.032 0.398
H -3.423 0.089 3.047 0.003 0.012 0.008 0.328
H -2.885 0.763 4.581 0.010 -0.025 -0.008 0.373
H 0.122 -0.578 5.067 -0.009 0.042 -0.002 0.432
H 1.246 0.425 4.159 0.004 -0.024 0.006 0.363
H 0.858 -1.200 3.600 -0.014 -0.005 0.008 0.360
H -1.640 2.761 2.529 0.028 -0.006 0.001 0.242
H 0.080 2.516 2.208 0.015 -0.046 0.016 0.130
H -0.481 2.683 3.857 -0.040 -0.005 -0.004 0.504
Cl -3.710 -0.495 -0.420 -0.108 0.514 -0.120 -0.022
C -3.993 1.278 -0.857 0.036 -0.212 0.031 -0.327
C -2.550 1.707 -0.985 -0.009 -0.165 0.085 0.373
O -1.882 1.957 0.058 -0.202 0.016 0.041 -0.527
O -1.900 1.357 -2.024 -0.173 0.200 -0.051 -0.610
H -4.509 1.728 -0.018 -0.031 0.035 -0.021 0.393
H -4.548 1.294 -1.786 -0.030 0.040 0.001 0.390
C 2.179 0.643 0.095 -0.238 0.142 -0.178 0.016
C 3.571 1.219 -0.270 0.011 -0.010 0.035 -0.946
N 3.473 2.077 -1.440 -0.068 -0.009 0.074 -0.098
C 2.571 3.188 -1.167 0.015 0.055 -0.035 -0.878
C 1.147 2.672 -0.848 -0.114 -0.311 0.043 -0.260
N 1.155 1.160 -0.902 0.469 0.050 0.044 -0.167
C 1.577 0.746 -2.289 -0.054 0.026 0.220 0.233
C 2.998 1.313 -2.575 -0.042 -0.031 -0.113 -1.067
H 1.839 0.958 1.081 0.032 -0.010 0.036 0.258
H 2.156 -0.447 0.055 0.013 -0.015 0.005 0.366
H 4.272 0.412 -0.479 0.019 0.016 -0.003 0.316
H 3.965 1.798 0.563 0.025 0.003 -0.015 0.326
H 2.549 3.844 -2.036 0.011 0.006 0.006 0.293
H 2.963 3.762 -0.329 0.011 0.001 -0.008 0.336
H 0.402 3.009 -1.568 0.014 0.047 -0.013 0.600
H 0.806 2.951 0.147 0.017 0.058 0.008 0.198
H 0.834 1.142 -2.984 0.007 0.009 -0.022 0.462
H 1.562 -0.349 -2.330 0.022 -0.007 -0.006 -0.150
H 2.966 1.956 -3.453 0.033 0.003 0.004 0.299
H 3.694 0.500 -2.777 0.016 0.015 -0.005 0.399
C -1.218 -0.840 -3.898 -0.123 -0.094 0.052 -0.805
O -1.210 -1.176 -2.476 0.053 0.178 0.378 -0.303
H -1.609 -1.691 -4.450 0.007 0.014 -0.028 0.389
H -0.188 -0.664 -4.192 -0.001 0.016 -0.020 0.252
H -1.831 0.040 -4.060 0.006 0.012 -0.016 0.284
H -1.858 -1.872 -2.296 0.113 0.028 -0.128 0.319
```
Positions in Å, forces in eV/Å.